1.
12
Properties=species:S:1:pos:R:3:forces:R:3:lowdin_charge:R:1 method="wB97M-V/def2-TZVPD" gap_ev=9.748 multiplicity=1
C -0.441737 -0.645049 -0.594846 0.1 -0.1 -0.1 -0.112
H -2.066928 1.002897 -0.842250 -0.1 -0.2 0.2 0.098
C 0.945143 -0.227802 -0.100572 -0.1 0.1 -0.2 -0.407
H -0.827460 -1.460534 0.038983 0.0 0.1 -0.1 0.124
H 1.467971 -1.555979 1.150502 0.1 -0.1 -0.1 0.110
C -1.187839 0.642661 -0.329086 0.0 0.1 0.1 -0.076
H 1.460017 0.335806 -0.893063 -0.1 0.1 0.3 0.164
C -0.543371 1.263285 0.655248 -0.1 0.1 -0.2 -0.146
O 0.639053 0.668346 1.008763 0.1 0.0 -0.2 -0.031
H -0.816806 2.154660 1.209389 0.2 -0.1 -0.1 0.124
H -0.454519 -0.984607 -1.631580 0.2 0.1 0.1 0.117
O 1.826476 -1.193683 0.328511 -0.2 -0.1 0.2 0.034

2.
12
Properties=species:S:1:pos:R:3:forces:R:3:lowdin_charge:R:1 method="wB97M-V/def2-TZVPD" gap_ev=9.756 multiplicity=1
H -0.600760 -1.052762 -1.522467 1.4 -1.4 -1.4 0.132
C 0.406089 0.766827 -0.568136 0.1 0.5 -0.2 -0.285
C -1.040169 0.508145 -0.670764 -0.2 0.5 0.6 -0.030
H -1.503233 0.774744 -1.628486 0.1 -0.4 0.4 0.111
H 0.946220 1.433969 -1.225310 0.0 0.0 0.0 0.149
O 0.473390 -1.399017 0.290641 -0.2 0.0 0.0 -0.037
O 0.904420 0.796182 0.743957 0.3 0.0 -0.1 -0.036
C 0.674136 -0.468951 1.331620 0.0 -0.1 0.3 -0.197
H -1.697903 0.488265 0.182188 0.1 0.4 0.3 0.106
C 0.098106 -0.654020 -0.825514 -1.6 0.5 0.3 -0.183
H -0.220160 -0.456993 1.975710 0.1 0.2 -0.1 0.133
H 1.559864 -0.736389 1.916561 -0.2 -0.1 -0.1 0.137

3.
12
Properties=species:S:1:pos:R:3:forces:R:3:lowdin_charge:R:1 method="wB97M-V/def2-TZVPD" gap_ev=10.867 multiplicity=1
O -0.291229 1.744848 -0.004915 0.1 0.1 0.0 0.008
C 0.228814 -0.254147 1.099065 0.1 -0.1 0.1 -0.046
C -0.539829 0.568123 -0.754686 -0.2 -0.4 -0.4 -0.190
O 1.652717 -0.844045 -0.908814 0.2 0.3 -0.2 -0.003
H 1.731780 -0.466897 -1.793172 0.0 -0.1 0.1 0.099
H 0.019310 -1.090142 1.767362 0.0 0.1 -0.1 0.112
H -1.118470 0.667461 -1.667776 0.0 0.1 0.2 0.146
H -1.912777 0.758502 1.100450 0.3 0.3 -0.1 0.147
H -0.285356 -1.473348 -0.577646 0.2 0.0 -0.1 0.152
C -0.921726 0.656715 0.663938 -0.2 0.0 0.3 -0.215
H 1.065613 0.340447 1.476210 -0.2 -0.1 0.0 0.126
C 0.371154 -0.607514 -0.400018 -0.2 -0.1 0.2 -0.336

So what do the calculations give for F_max? Going down the list: 0.00622; 0.04744; 0.01091 hartree/bohr.
So what do the calculations give for energy above the lowest of the compared OMol25 structures with the same formula, charge and spin? Going down the list: 29.2; 82.1; 65.0 kcal/mol.